Record 1
Molecular formula: C5H12ClN2
Method: DFT, ωB97M-V/def2-TZVPD

Results
Net charge = +1
Maximum force = 4.811 eV/Å
LUMO = -4.51 eV
Energy relative to the best compared isomer or geometry (same formula, charge and spin) = 3.068 eV
Orbital gap = 9.08 eV

```
20
Properties=species:S:1:pos:R:3:forces:R:3
C 0.405698 -0.451055 0.174719 2.3 -0.9 1.6
C 0.757176 -1.837325 -0.246813 -1.5 -1.2 -0.1
C -1.894664 -0.948821 -0.183412 0.0 0.4 -2.2
C -1.298746 1.155365 0.778189 0.8 -0.8 2.1
C 1.658746 1.769761 -0.752673 -4.1 -2.0 1.7
N -0.827501 -0.071911 0.187533 -0.9 0.2 -1.1
N 1.382118 0.394461 0.680162 -0.7 3.1 -2.9
Cl 2.929663 -0.146721 1.051238 0.1 -0.7 -0.1
H 1.789975 -1.922212 -0.456961 1.1 0.2 -0.2
H 0.545939 -2.731239 0.500033 -0.2 2.1 -1.6
H 0.210832 -1.874512 -1.232066 0.7 -1.0 1.0
H -2.372074 -1.313856 0.669625 -0.4 -1.4 1.4
H -2.657404 -0.333081 -0.624697 -0.3 0.3 -0.5
H -1.547608 -1.633589 -0.956737 -0.6 -0.4 0.6
H -1.554287 0.814968 1.793500 -0.7 0.5 -0.2
H -0.373155 1.604635 0.957210 0.8 2.0 0.3
H -2.078121 1.751410 0.317035 0.2 -0.4 -0.5
H 0.692698 2.365865 -0.593458 1.7 -0.9 -0.5
H 1.720922 1.180610 -1.675905 0.1 0.2 0.5
H 2.509796 2.227252 -0.386520 1.7 0.7 0.7
```
Positions in Å, forces in eV/Å.

Table of natural (NBO) atomic charges, one value per atom, all in e: 0.5407, -0.7116, -0.4153, -0.4398, -0.2395, -0.2928, -0.5226, 0.2144, 0.2601, 0.2940, 0.2470, 0.2324, 0.2256, 0.2301, 0.2335, 0.2368, 0.2514, 0.2194, 0.2182, 0.2180

---

Record 2
Molecular formula: C8H17N2O
Method: DFT, ωB97M-V/def2-TZVPD

Results
Net charge = +1
Maximum force = 3.935 eV/Å
LUMO = -3.68 eV
Structure (SMILES) = CN(C)/C=[NH+]/C(=O)C(C)(C)C
Energy relative to the best compared isomer or geometry (same formula, charge and spin) = 1.282 eV
Orbital gap = 10.61 eV

```
28
Properties=species:S:1:pos:R:3:forces:R:3
C 1.616133 1.522779 -3.232236 0.7 2.6 -1.2
N 0.581158 0.886066 -2.469697 -0.5 -0.6 -0.5
C -0.753304 0.764612 -3.103690 -0.4 -0.4 -0.7
C 0.855959 0.306310 -1.340606 -2.0 0.0 -0.1
N -0.034773 -0.192388 -0.481229 2.9 0.6 -0.1
C 0.506775 -0.815459 0.736297 -1.3 -0.4 -0.4
O 1.570579 -1.335923 0.689777 0.8 0.2 -0.3
C -0.362584 -0.713744 1.938014 0.6 -0.5 1.5
C -1.759692 -0.177549 1.740134 0.5 0.3 0.4
C -0.324882 -2.114102 2.609364 0.8 -0.9 -3.7
C 0.383816 0.336686 2.802945 -1.2 -0.2 0.5
H 1.601378 1.182885 -4.312348 0.4 0.4 1.5
H 1.557887 2.661398 -3.168602 -1.3 -1.1 -0.7
H 2.566173 1.609955 -2.719151 0.5 -1.7 0.0
H -1.484005 1.169940 -2.452474 -0.8 -0.1 1.2
H -0.953943 1.436342 -3.964241 1.2 -0.6 0.2
H -1.007056 -0.297843 -3.385403 0.5 1.1 0.3
H 1.825874 0.191540 -0.992843 2.0 0.4 0.3
H -0.888201 -0.455589 -0.832107 -2.8 -0.4 -0.4
H -2.286468 -0.211732 2.797593 0.8 0.5 -2.5
H -1.479257 0.817967 1.276917 -1.6 -0.6 0.9
H -2.253085 -0.814178 1.008648 -0.7 0.1 0.1
H -0.768770 -2.144372 3.576392 0.0 0.0 0.8
H 0.761618 -2.500873 2.470739 -2.0 0.4 1.0
H -0.964831 -2.723509 1.857704 0.9 0.4 1.6
H 1.173622 -0.244719 3.284611 0.1 0.8 0.3
H -0.461202 0.699046 3.498263 2.0 -0.2 -0.6
H 0.781080 1.156452 2.167233 -0.2 -0.3 0.7
```
Positions in Å, forces in eV/Å.

Table of natural (NBO) atomic charges, one value per atom, all in e: -0.4486, -0.3066, -0.4646, 0.4126, -0.6185, 0.7372, -0.5067, -0.1717, -0.6121, -0.6002, -0.5885, 0.2470, 0.2395, 0.2477, 0.2304, 0.2658, 0.2402, 0.2376, 0.4218, 0.2560, 0.2156, 0.2015, 0.2345, 0.2480, 0.2034, 0.2382, 0.2334, 0.2069

---

Record 3
Molecular formula: C6H10
Method: DFT, ωB97M-V/def2-TZVPD

Results
Maximum force = 0.294 eV/Å
LUMO = 1.31 eV
Structure (SMILES) = C1=C[C@H]2C[C@H]2C1.[H][H]
Energy relative to the best compared isomer or geometry (same formula, charge and spin) = 1.893 eV
Orbital gap = 10.17 eV

```
16
Properties=species:S:1:pos:R:3:forces:R:3
C -1.006627 -0.887875 0.500424 0.1 0.1 0.2
C 0.225910 -0.900716 1.011277 -0.1 -0.1 -0.2
C 1.154029 -0.031864 0.228139 0.0 0.2 0.2
C 1.331085 -0.465618 -1.202338 0.1 -0.2 -0.2
C 0.293617 0.564214 -0.868902 -0.1 0.1 -0.1
C -1.137670 0.082750 -0.653711 0.0 0.0 0.0
H -1.836780 -1.491554 0.855312 0.1 0.1 0.0
H 0.558994 -1.518556 1.838492 -0.1 0.1 0.0
H 1.937391 0.539458 0.720676 -0.1 -0.1 -0.1
H 0.999549 -1.472462 -1.444115 0.0 0.1 0.0
H 2.218662 -0.137800 -1.734508 -0.1 0.0 0.1
H 0.461474 1.579568 -1.215312 0.0 -0.2 0.1
H -1.549427 -0.404755 -1.546429 0.0 0.1 0.1
H -1.809783 0.918462 -0.407230 0.1 -0.2 0.0
H -0.568936 1.751871 1.853973 -0.1 0.0 0.0
H -1.271490 1.874870 2.064250 0.1 0.1 0.0
```
Positions in Å, forces in eV/Å.

Table of natural (NBO) atomic charges, one value per atom, all in e: -0.1893, -0.1935, -0.2762, -0.4059, -0.2239, -0.4433, 0.2097, 0.2145, 0.2237, 0.2131, 0.2171, 0.2233, 0.2162, 0.2161, 0.0007, -0.0023

---

Record 4
Molecular formula: C4H4F2
Method: DFT, ωB97M-V/def2-TZVPD

Results
Maximum force = 5.208 eV/Å
LUMO (alpha / beta) = -0.38 / -0.71 eV
Energy relative to the best compared isomer or geometry (same formula, charge and spin) = 4.242 eV
Orbital gap (alpha / beta) = 9.24 / 8.45 eV

```
10
Properties=species:S:1:pos:R:3:forces:R:3
C -0.089529 0.225380 -1.033726 1.7 1.2 -4.3
C 0.004755 0.272067 1.122860 0.2 3.0 -0.7
C -1.133752 0.027819 0.000194 4.5 1.5 1.4
C 1.165688 0.134742 0.032706 -4.1 -3.2 0.0
F -1.621677 -1.182662 0.016053 -0.9 -1.2 0.1
F 1.745452 -1.134699 0.083033 -0.4 1.4 -0.2
H -0.175490 -0.447227 -1.928954 0.4 -0.3 1.1
H 0.063735 1.152649 -1.659331 -0.8 -0.2 1.4
H 0.147100 1.357453 1.444887 -1.0 -1.5 0.0
H -0.106279 -0.405520 1.922277 0.4 -0.7 1.1
```
Positions in Å, forces in eV/Å.

Table of natural (NBO) atomic charges, one value per atom, all in e: -0.6017, -0.5546, 0.4330, 0.4290, -0.3091, -0.3574, 0.2433, 0.2504, 0.2365, 0.2305